ORCA calculation (wB97M-V/def2-TZVPD) on C41H57N3O7Ru as an isolated structure at a distorted geometry.

Calculated values
Multiplicity: 6
Net charge: -1
HOMO level (alpha / beta): -4.6 / -4.8 eV

Last column: Mulliken spin population.
Cartesian coordinates (Å):
1 H -0.30 -6.51 1.80  0.0000
2 H -1.90 5.67 1.48  -0.0002
3 C 4.80 1.83 0.28  -0.0009
4 C -1.08 5.50 2.18  0.0017
5 H -3.48 -0.03 1.78  -0.0004
6 N -1.70 0.13 -1.79  0.0822
7 H -5.51 0.94 4.80  0.0001
8 H 4.92 -3.97 -1.95  0.0003
9 H 4.37 -2.63 -3.88  0.0002
10 H -2.44 -6.62 0.54  0.0000
11 C 3.64 1.90 -0.47  0.0282
12 H 1.45 3.15 2.44  -0.0014
13 H -0.25 5.00 -0.35  0.0026
14 H 1.05 5.67 0.66  0.0014
15 C 2.43 0.78 1.13  0.0433
16 C -1.87 2.35 -3.00  -0.0161
17 H -0.36 4.15 -4.26  0.0039
18 C -2.18 -0.06 -0.42  -0.0152
19 H -1.51 5.35 3.17  0.0000
20 H 0.11 3.99 -2.55  -0.0011
21 C -1.22 2.16 0.50  0.0106
22 C -2.10 1.06 0.59  0.0228
23 H -3.35 -0.30 5.61  0.0000
24 C -2.94 -0.05 4.63  0.0013
25 H -0.84 0.52 -4.67  -0.0031
26 H -2.20 -3.45 -1.09  0.0000
27 C -1.68 -1.19 -2.46  -0.0370
28 O 0.84 -0.21 2.59  0.0158
29 H 3.50 -5.00 -2.17  0.0002
30 H -0.47 6.40 2.22  0.0000
31 H 0.89 -6.86 -1.00  -0.0001
32 H 2.80 -1.84 -4.04  -0.0007
33 H -3.82 2.04 6.14  0.0001
34 C -3.47 1.30 4.14  -0.0019
35 H -2.91 0.53 -3.45  -0.0049
36 H -5.20 0.43 3.14  -0.0003
37 H -2.70 -1.62 -2.41  0.0101
38 C -2.84 0.85 1.74  -0.0141
39 H 2.92 -3.61 -4.18  -0.0002
40 O 5.87 1.12 2.26  0.0007
41 H 1.07 -5.58 1.19  -0.0002
42 H 3.25 -0.73 -1.81  0.0080
43 H 3.80 -4.23 -0.60  -0.0002
44 C -2.54 1.05 -2.56  0.0457
45 C 0.15 3.51 -3.52  -0.0100
46 C 3.09 -2.86 -2.14  0.0100
47 H 0.42 3.76 3.73  -0.0002
48 C -2.74 1.67 2.85  0.0199
49 Ru 0.80 0.99 -1.63  3.8819
50 O 4.57 3.16 -2.24  0.0164
51 O 0.99 -0.84 -2.80  0.2034
52 C -0.02 -5.61 1.26  0.0015
53 H -3.42 1.32 -1.98  0.0072
54 C 1.11 -4.10 -1.16  -0.0067
55 H -1.79 3.42 3.60  -0.0017
56 H 5.67 0.65 3.08  -0.0002
57 C -0.24 -4.32 -0.87  0.0212
58 H 1.16 4.01 0.06  -0.0074
59 H -1.43 -1.03 -3.50  -0.0197
60 H 1.52 4.87 2.88  0.0001
61 N -0.49 2.19 -3.44  0.0991
62 C 3.62 2.49 -1.88  -0.0042
63 H -0.34 -4.74 1.83  -0.0002
64 C -3.25 2.33 5.25  0.0010
65 C -0.39 1.51 -4.73  0.0122
66 H -0.53 -7.74 -0.43  0.0000
67 H 1.81 -4.86 -0.86  -0.0018
68 O 2.57 2.19 -2.55  0.1116
69 H -2.20 2.39 5.53  -0.0003
70 C -1.13 -3.34 -1.27  -0.0081
71 H 3.49 -1.69 -0.35  0.0004
72 C 0.48 4.76 0.44  -0.0076
73 H 0.66 1.39 -5.00  0.0055
74 H -3.20 -0.85 3.94  -0.0002
75 H -2.56 -4.86 0.63  -0.0002
76 C 0.86 4.01 2.76  0.0028
77 H 5.72 2.24 -0.10  0.0006
78 H -1.86 3.03 -2.15  0.0002
79 N 2.49 1.40 -0.04  0.0583
80 C 4.74 1.21 1.52  0.0003
81 C -0.71 -2.19 -1.92  -0.0023
82 C -1.90 2.76 2.75  -0.0074
83 C 1.13 0.03 1.42  -0.0127
84 H 4.77 -1.59 -1.58  -0.0012
85 H -3.23 -0.40 -0.47  0.0144
86 O 0.52 -0.30 0.36  0.1265
87 H -0.90 2.09 -5.52  0.0035
88 C -0.23 4.30 1.72  0.0057
89 H -3.59 3.32 4.95  -0.0001
90 C 1.59 -2.98 -1.82  0.0177
91 C -2.18 -5.68 0.03  0.0004
92 O -0.51 2.36 -0.59  0.2427
93 C 3.30 -2.72 -3.66  0.0033
94 C -0.66 -5.59 -0.14  -0.0018
95 H 3.43 0.16 2.91  0.0010
96 C -4.98 1.20 3.88  0.0016
97 C 3.86 -4.09 -1.68  -0.0004
98 C 3.53 0.68 1.96  0.0029
99 H -2.68 -5.67 -0.94  0.0000
100 C 3.68 -1.64 -1.42  -0.0072
101 H -1.85 -0.03 4.70  0.0000
102 H -5.37 2.15 3.51  -0.0002
103 H 1.20 3.39 -3.80  0.0051
104 H -2.48 2.80 -3.79  0.0068
105 H -0.60 -6.81 -1.94  0.0000
106 C 0.66 -1.96 -2.19  0.0146
107 C -1.15 3.06 1.61  0.0169
108 C -0.20 -6.82 -0.93  0.0012
109 H -1.59 -0.88 0.00  0.0033